No. 1
Formula: C10Cl11FeN2SbSe4
Source: the Open Molecules 2025 dataset
Level of theory: ωB97M-V with the def2-TZVPD basis set

Structure (XYZ):
```
29
C10Cl11FeN2SbSe4 (ωB97M-V with the def2-TZVPD basis set)
Fe 1.3871 -0.0266 -0.1153
Cl -0.7491 2.1115 1.5205
C -0.9417 0.4200 1.8219
C -0.0404 -0.4828 1.2669
C -0.2140 -1.8182 1.6139
Cl 0.9260 -2.9826 1.0102
C -1.2481 -2.2612 2.4326
Cl -1.4180 -3.9370 2.8246
C -2.1510 -1.3364 2.9452
Cl -3.4479 -1.8583 3.9645
C -1.9921 0.0117 2.6433
Cl -3.0964 1.1655 3.3063
Se 5.1315 0.3589 -1.2177
Sb 4.1893 1.9774 0.5082
Se 2.7802 0.4057 1.8327
Se 3.1106 -0.7556 -1.6758
Se 5.9644 2.9720 1.8063
Cl -0.0019 3.4220 -3.9528
C 0.1276 3.5777 -2.2315
Cl -0.8830 4.7707 -1.4748
Cl -1.9423 0.6087 -1.7353
C 0.8027 2.6889 -1.4956
N 1.3928 1.9092 -0.8309
Cl -0.4795 -3.3376 -2.8494
C -1.5547 -1.9511 -2.6565
Cl -2.0476 -1.3852 -4.2733
Cl -3.0067 -2.4860 -1.7638
C -0.8463 -0.8344 -1.8667
N 0.2486 -0.9469 -1.3577
```

Orbital gap (alpha / beta): 0.215 / 0.185 hartree
Highest occupied orbital energy (alpha / beta): -2.0 / -2.1 eV
ΔE to the lowest compared entry with this formula, charge and spin: 0.0 kcal per mole
Net charge: -2
Multiplicity: 5
Expectation value of S²: 6.150


No. 2
Formula: C10H10BBrF4Pt
Source: the Open Molecules 2025 dataset
Level of theory: ωB97M-V with the def2-TZVPD basis set

Structure (XYZ):
```
27
C10H10BBrF4Pt (ωB97M-V with the def2-TZVPD basis set)
C -1.2362 -1.8067 -0.7610
C -0.6260 -1.2291 -1.9260
C 0.8222 -1.2752 -1.7127
H -1.1218 -0.7686 -2.7710
C 1.0528 -1.9585 -0.4706
C -0.1985 -2.2637 0.1073
H -0.3344 -2.8525 1.0237
H -2.3127 -1.9259 -0.6358
H 1.5742 -0.9203 -2.4086
H 2.0357 -2.2619 -0.1179
Pt -0.1728 0.1876 -0.3318
Br -0.0591 1.8490 -2.0866
C -0.2543 1.6500 1.5316
C -0.4127 0.3642 2.1567
C -1.5800 -0.2508 1.6193
H 0.1833 0.0086 2.9870
C -2.1628 0.6305 0.6432
C -1.3698 1.8504 0.6262
H -1.5517 2.7309 0.0343
H 0.4990 2.3898 1.7458
H -2.0091 -1.1871 1.9627
H -3.0577 0.4762 0.0526
F 2.0668 0.7373 0.1932
B 3.2042 1.7734 -0.4002
F 4.2476 1.5022 0.4304
F 3.3935 1.4314 -1.7113
F 2.6832 3.0342 -0.2883
```

Orbital gap (alpha / beta): 0.269 / 0.242 hartree
Highest occupied orbital energy (alpha / beta): -7.6 / -9.2 eV
Multiplicity: 5
Expectation value of S²: 6.018


No. 3
Formula: C10H10BrCeF5OTe
Source: the Open Molecules 2025 dataset
Level of theory: ωB97M-V with the def2-TZVPD basis set

Structure (XYZ):
```
29
C10H10BrCeF5OTe (ωB97M-V with the def2-TZVPD basis set)
C -0.4558 2.2219 -0.0232
C 0.7264 3.0154 -0.1124
C 1.3349 2.7683 -1.3830
H 1.0576 3.7118 0.6529
C 0.5189 1.8254 -2.0972
C -0.5662 1.4752 -1.2345
H -1.3271 0.7393 -1.4502
H -1.1616 2.2267 0.7992
H 2.2155 3.2743 -1.7528
H 0.6716 1.4980 -3.1332
Ce 1.7052 0.4889 0.0723
Br 1.3910 1.1512 2.7149
C -1.8391 -2.2424 1.7252
C -2.7268 -1.7352 0.7207
C -2.9817 -0.3521 1.0081
H -3.1542 -2.2992 -0.1143
C -2.2563 -0.0131 2.1849
C -1.5554 -1.1772 2.6306
H -0.9013 -1.2313 3.5040
H -1.5143 -3.2798 1.8117
H -3.6235 0.3216 0.4390
H -2.2203 0.9634 2.6638
F 1.4615 -2.5749 -2.9878
Te 2.4293 -2.2376 -1.4304
F 4.0851 -2.3515 -2.6840
F 1.8469 -3.9952 -0.6690
F 3.1779 -0.9226 0.8025
F 2.8319 -0.0342 -1.8999
O 0.8297 -1.2352 -0.7580
```

Orbital gap (alpha / beta): 0.105 / 0.106 hartree
Highest occupied orbital energy (alpha / beta): -8.7 / -8.7 eV


No. 4
Formula: C10H10BrClHo
Source: the Open Molecules 2025 dataset
Level of theory: ωB97M-V with the def2-TZVPD basis set

Structure (XYZ):
```
23
C10H10BrClHo (ωB97M-V with the def2-TZVPD basis set)
C 0.8785 1.8305 0.9984
C -0.5177 2.2163 0.8949
C -0.8366 2.2991 -0.5049
H -1.1967 2.4767 1.7093
C 0.3410 1.9708 -1.2424
C 1.3871 1.7009 -0.3202
H 2.4200 1.5288 -0.5792
H 1.4573 1.7191 1.9059
H -1.7697 2.6903 -0.9112
H 0.4740 2.0721 -2.3104
Ho -0.4440 -0.1445 0.0937
Cl 1.2976 -1.6818 0.9024
C -4.8335 -2.4699 -0.6076
C -4.9473 -1.7706 -1.8473
C -5.5232 -0.4876 -1.5794
H -4.6539 -2.1456 -2.8190
C -5.7617 -0.3976 -0.1716
C -5.3467 -1.6263 0.4267
H -5.4033 -1.8746 1.4781
H -4.4226 -3.4616 -0.4696
H -5.7435 0.2758 -2.3146
H -6.1785 0.4532 0.3514
Br -2.5478 -0.7125 1.5085
```

Orbital gap (alpha / beta): 0.160 / 0.163 hartree
Highest occupied orbital energy (alpha / beta): -2.4 / -2.5 eV
ΔE to the lowest compared entry with this formula, charge and spin: 14.7 kcal per mole
Net charge: -1
Multiplicity: 5
Expectation value of S²: 6.005


No. 5
Formula: C10H10BrClSc
Source: the Open Molecules 2025 dataset
Level of theory: ωB97M-V with the def2-TZVPD basis set

Structure (XYZ):
```
23
C10H10BrClSc (ωB97M-V with the def2-TZVPD basis set)
C -1.2159 -0.7888 -1.7686
C -1.3606 -1.8308 -0.8131
C -2.2109 -1.3454 0.2577
H -0.9509 -2.8418 -0.8861
C -2.5454 0.0301 -0.0602
C -1.9155 0.3554 -1.3058
H -2.0427 1.2912 -1.8422
H -0.7354 -0.8951 -2.7353
H -2.5239 -1.9067 1.1573
H -3.1770 0.6912 0.5470
Sc -0.3692 -0.2020 0.6382
Br 0.8639 -2.0446 1.7065
C 2.2408 1.2850 0.2600
C 1.3702 2.0434 -0.5947
C 1.1651 1.2840 -1.7924
H 0.9392 3.0106 -0.3676
C 1.8863 0.0577 -1.6762
C 2.5510 0.0509 -0.4085
H 3.1580 -0.7530 -0.0086
H 2.5862 1.5804 1.2449
H 0.5660 1.5966 -2.6345
H 1.9087 -0.7429 -2.3982
Cl -0.6900 1.4729 2.2183
```

Orbital gap: 0.241 hartree
Highest occupied orbital energy: -3.7 eV
Net charge: -1


No. 6
Formula: C10H10BrFN3O3S
Source: the Open Molecules 2025 dataset
Level of theory: ωB97M-V with the def2-TZVPD basis set

Structure (XYZ):
```
29
C10H10BrFN3O3S (ωB97M-V with the def2-TZVPD basis set)
C 4.4869 -1.3262 0.5132
C 4.0154 0.1509 -0.0651
O 2.6738 0.4081 0.4823
C 1.9835 1.4922 -0.2567
C 0.4349 0.9204 -0.5251
C -0.5573 0.9662 0.8119
C -2.0850 0.3833 0.6607
C -3.0289 0.4151 2.0174
O -3.0019 -0.9478 2.5769
N -3.8350 -1.7299 1.8391
O -3.5866 -2.8747 2.2566
C -2.5270 -0.2124 -0.8013
N -3.8594 -0.8301 -1.1673
S -3.7368 -1.2846 -2.8656
N -2.1341 -0.8491 -3.4448
C -1.5527 -0.2407 -2.1543
C -0.0109 0.3498 -1.9995
Br 1.2567 0.3593 -3.5764
H 3.5948 -1.9245 0.9833
H 4.9297 -1.9885 -0.3687
H 5.2675 -1.1529 1.3876
H 4.0236 0.1375 -1.2396
H 4.7365 0.9756 0.3936
H 1.9321 2.4128 0.4760
H 2.5201 1.8228 -1.2427
H -0.1486 1.3823 1.8453
H -2.4946 1.1607 2.7813
H -4.0984 0.8503 1.8252
F -5.1984 1.1740 -1.1432
```

Orbital gap: 0.210 hartree
Highest occupied orbital energy: -4.1 eV
Net charge: -1